No. 1
This record from the OMol25 dataset describes a structure of composition C29H43Cl2F5N3O5SiTb in a non-equilibrium geometry. The level of theory is the ωB97M-V functional and the def2-TZVPD basis.

XYZ file:
```
89
Properties=species:S:1:pos:R:3:mulliken_spin:R:1
C 0.575 3.672 -3.877 0.00
C 1.725 4.482 -3.371 0.00
H -0.244 4.319 -4.201 0.00
H 0.201 2.995 -3.093 0.00
H 0.880 3.053 -4.737 0.00
C 1.940 5.776 -3.639 0.00
C 1.119 6.585 -4.578 0.00
H 2.766 6.300 -3.157 0.00
H 0.043 6.399 -4.486 0.00
H 1.396 6.408 -5.625 0.00
H 1.295 7.645 -4.382 0.00
Tb -2.007 -2.096 0.704 6.16
Cl -1.454 -0.556 -1.279 -0.03
C 1.111 -2.196 1.108 -0.01
O 0.036 -1.960 1.737 -0.02
N 2.307 -1.851 1.579 0.00
C 2.424 -1.095 2.827 0.00
C 3.516 -2.152 0.821 0.00
H 1.080 -2.674 0.113 0.00
H 1.474 -1.188 3.364 0.00
H 2.640 -0.033 2.625 0.00
H 3.247 -1.502 3.424 0.00
H 3.239 -2.777 -0.033 0.00
H 4.238 -2.692 1.443 0.00
H 4.000 -1.236 0.453 0.00
H -2.126 -5.395 5.367 0.00
H -3.378 -7.271 4.053 0.00
C -2.980 -4.771 5.071 0.00
C -4.085 -6.511 3.686 0.00
N -3.491 -5.181 3.767 0.00
H -2.681 -3.722 5.039 0.00
C -3.361 -4.412 2.682 0.00
O -2.634 -3.378 2.633 -0.02
H -4.337 -6.719 2.645 0.00
H -3.952 -4.735 1.809 0.00
H -3.760 -4.917 5.829 0.00
H -4.996 -6.564 4.301 0.00
H -5.279 1.223 -0.706 0.00
H -2.669 1.938 -0.057 0.00
C -5.482 1.219 0.376 0.00
C -3.228 2.161 0.861 0.00
N -4.235 1.138 1.123 0.00
H -6.103 0.352 0.621 0.00
C -3.900 0.036 1.786 0.00
O -2.711 -0.304 2.046 -0.02
H -2.533 2.209 1.706 0.00
H -4.747 -0.603 2.081 0.00
H -5.995 2.149 0.642 0.00
H -3.750 3.113 0.746 0.00
O 1.988 3.635 -1.161 0.00
C 2.636 3.716 -2.425 0.00
C 4.411 5.309 -1.427 0.00
C 4.050 4.294 -2.321 0.00
H 3.676 5.683 -0.709 0.00
C 5.709 5.836 -1.485 0.00
H 2.727 2.704 -2.853 0.00
C 4.968 3.813 -3.265 0.00
H 5.995 6.622 -0.788 0.00
C 6.614 5.378 -2.449 0.00
C 6.247 4.359 -3.339 0.00
H 4.630 3.032 -3.953 0.00
H 7.610 5.819 -2.515 0.00
H 6.941 4.000 -4.101 0.00
Si 1.970 2.642 0.188 0.00
Cl -4.603 -2.143 0.000 -0.01
C 1.855 3.799 1.655 0.00
C 3.627 1.761 0.238 0.00
C 0.499 1.533 0.031 0.00
H 2.593 4.609 1.577 0.00
H 2.039 3.262 2.594 0.00
H 0.859 4.256 1.716 0.00
H -0.416 2.131 -0.097 0.00
H 0.345 0.866 0.893 0.00
H 0.593 0.894 -0.859 0.00
H 4.448 2.488 0.141 0.00
H 3.720 1.040 -0.585 0.00
H 3.771 1.222 1.184 0.00
F -4.452 -8.655 -0.933 0.00
C -3.654 -7.579 -0.820 0.00
C -2.607 -7.576 0.101 0.00
F -2.375 -8.684 0.848 0.00
C -1.841 -6.441 0.275 0.00
F -0.842 -6.430 1.186 0.00
C -2.128 -5.240 -0.424 -0.01
O -1.560 -4.116 -0.135 -0.03
C -3.115 -5.323 -1.443 0.00
F -3.305 -4.252 -2.229 0.00
C -3.884 -6.456 -1.616 0.00
F -4.872 -6.486 -2.542 0.00
```

As for the expectation value of S²: 12.6085. The calculation puts the relative energy (zero: lowest compared OMol25 entry of this formula, charge and spin) at 0.0 kcal per mole. The charge is 0. Its spin multiplicity is 7.


No. 2
This record from the OMol25 dataset describes the molecule ClFIP in a non-equilibrium geometry. The level of theory is the ωB97M-V functional and the def2-TZVPD basis.

XYZ file:
```
4
Properties=species:S:1:pos:R:3:nbo_charge:R:1
F -0.968 1.257 -0.417 -0.60
P -0.251 0.036 0.674 0.95
Cl -0.827 -1.639 -0.200 -0.24
I 2.046 0.346 -0.056 -0.11
```

The calculation puts the relative energy (zero: lowest compared OMol25 entry of this formula, charge and spin) at 0.0 kcal per mole. The charge is 0. Its spin multiplicity is 1.


No. 3
This record from the OMol25 dataset describes a structure of composition C7H16Li4N2O11 in a non-equilibrium geometry. The level of theory is the ωB97M-V functional and the def2-TZVPD basis.

XYZ file:
```
40
Properties=species:S:1:pos:R:3:nbo_charge:R:1
Li 1.551 -0.499 1.163 0.74
Li -1.027 2.127 -1.630 0.89
Li -3.628 -2.179 0.443 0.77
Li -0.426 -1.352 -3.929 0.92
C 0.703 7.746 1.905 -0.39
C 0.321 6.330 1.490 0.40
C -0.365 5.287 2.581 0.43
O -0.549 4.102 2.255 -0.68
C -0.702 5.886 3.875 -0.40
C -0.409 7.165 4.190 0.36
C 0.330 8.099 3.200 0.36
O 0.590 9.340 3.521 -0.62
O -0.919 7.551 5.355 -0.63
O 0.699 5.795 0.391 -0.68
H 1.199 8.461 1.265 0.22
H -1.277 5.327 4.599 0.21
O -0.974 -1.312 -0.888 -1.39
H -0.555 -2.193 -0.948 0.41
O -1.160 1.518 -4.940 -1.33
H -0.252 1.873 -4.884 0.40
O -3.647 -5.570 0.435 -0.96
H -4.184 -6.158 -0.096 0.48
H -3.517 -6.041 1.258 0.48
O -5.950 -0.947 -2.367 -0.95
H -6.898 -0.948 -2.500 0.48
H -5.700 -0.026 -2.435 0.48
O 2.849 1.345 -1.981 -0.96
H 2.943 2.282 -1.809 0.49
H 3.250 1.218 -2.841 0.48
O -0.766 -7.200 -2.424 -0.93
H -1.240 -6.514 -1.953 0.47
H -1.006 -7.070 -3.342 0.47
C 3.844 -4.890 0.247 0.76
O 3.752 -3.710 0.506 -0.70
N 3.175 -5.811 0.905 -0.82
N 4.615 -5.421 -0.683 -0.82
H 2.600 -5.592 1.706 0.41
H 3.238 -6.737 0.506 0.38
H 4.536 -6.428 -0.698 0.38
H 4.956 -4.855 -1.447 0.42
```

The charge is 0. Its spin multiplicity is 1.


No. 4
This record from the OMol25 dataset describes a cluster of 2 separate species, C5H13NO3 in total in a non-equilibrium geometry. The level of theory is the ωB97M-V functional and the def2-TZVPD basis.

XYZ file:
```
22
Properties=species:S:1:pos:R:3:nbo_charge:R:1
C 1.797 1.852 -0.062 -0.43
N 1.324 1.001 -1.211 -0.61
C 0.394 0.006 -1.155 0.68
O -0.357 -0.185 -2.102 -0.63
C 0.542 -1.031 -0.089 -0.53
C -0.847 -1.242 0.518 0.10
C -1.139 -2.637 1.075 -0.65
O -1.032 -0.135 1.447 -0.76
H 2.736 1.406 0.229 0.20
H 1.091 2.079 0.704 0.21
H 1.982 2.863 -0.435 0.22
H 1.238 1.627 -1.995 0.40
H 1.353 -0.747 0.586 0.23
H 0.776 -1.982 -0.587 0.24
H -1.719 -1.070 -0.107 0.20
H -0.493 -3.019 1.883 0.21
H -2.171 -2.693 1.454 0.21
H -1.174 -3.327 0.225 0.23
H -1.434 -0.474 2.240 0.47
O -0.702 2.865 -0.840 -0.95
H -0.891 2.163 -0.187 0.48
H -1.274 2.679 -1.589 0.48
```

The calculation puts the relative energy (zero: lowest compared OMol25 entry of this formula, charge and spin) at 29.6 kcal per mole. The charge is 0. Its spin multiplicity is 1.


No. 5
This record from the OMol25 dataset describes the ion C3H8NOS with charge +1 in a non-equilibrium geometry. The level of theory is the ωB97M-V functional and the def2-TZVPD basis.

XYZ file:
```
14
Properties=species:S:1:pos:R:3:nbo_charge:R:1
C -2.189 1.192 -0.116 0.33
C 0.497 -0.005 -0.044 -0.14
C 1.845 -0.724 -0.347 -0.65
N -0.338 -0.637 0.836 -0.84
O -1.907 0.678 -1.201 -0.47
S -0.504 0.050 -1.702 0.59
H -3.248 1.242 0.203 0.22
H -1.428 1.676 0.541 0.19
H 0.858 1.088 0.119 0.24
H 1.836 -1.734 -0.552 0.24
H 2.274 -0.802 0.772 0.24
H 2.498 -0.022 -0.870 0.25
H 0.040 -0.375 1.749 0.40
H -0.234 -1.628 0.612 0.40
```

The calculation puts the relative energy (zero: lowest compared OMol25 entry of this formula, charge and spin) at 75.6 kcal per mole. The charge is +1. Its spin multiplicity is 1.


No. 6
This record from the OMol25 dataset describes a structure of composition C27H50ClF2N3O2Si3Sn. The level of theory is the ωB97M-V functional and the def2-TZVPD basis.

XYZ file:
```
89
Properties=species:S:1:pos:R:3:lowdin_charge:R:1
Sn 0.110 0.119 0.097 1.44
C -1.317 -2.580 -1.203 -0.03
O -1.195 -1.149 -0.957 -0.43
Si -2.023 0.151 -1.848 0.44
C -3.852 -0.053 -1.725 -0.13
C -1.464 -0.019 -3.603 -0.13
C -1.181 1.539 -0.821 -0.53
Si -0.118 2.783 -1.869 0.41
C 0.837 3.880 -0.702 -0.16
C -1.241 3.763 -2.981 -0.14
C 1.118 1.842 -2.927 -0.16
Si -2.199 2.421 0.576 0.42
C -3.019 3.951 -0.082 -0.16
C -1.019 2.877 1.973 -0.16
C -3.511 1.275 1.270 -0.16
H -1.105 -2.780 -2.252 0.10
H -2.328 -2.888 -0.948 0.11
H -0.594 -3.091 -0.574 0.05
H -4.186 -0.766 -2.483 0.06
H -4.339 0.899 -1.954 0.06
H -4.211 -0.388 -0.756 0.04
H -2.069 -0.784 -4.095 0.06
H -0.415 -0.299 -3.707 0.04
H -1.616 0.907 -4.159 0.05
H 0.206 4.566 -0.136 0.03
H 1.520 4.488 -1.300 0.06
H 1.458 3.328 0.010 0.04
H -1.899 4.437 -2.435 0.02
H -1.862 3.127 -3.614 0.04
H -0.630 4.374 -3.650 0.06
H 1.474 0.878 -2.550 0.01
H 2.009 2.463 -3.044 0.06
H 0.722 1.656 -3.926 0.04
H -2.311 4.722 -0.389 0.03
H -3.634 4.381 0.713 0.06
H -3.681 3.734 -0.922 0.05
H -0.484 3.805 1.779 0.03
H -0.262 2.124 2.217 0.00
H -1.602 3.022 2.887 0.05
H -4.452 1.388 0.731 0.05
H -3.704 1.548 2.311 0.05
H -3.255 0.214 1.255 0.00
C 2.352 -3.215 8.113 -0.03
C 2.310 -1.934 7.269 -0.53
C 3.710 -1.672 6.702 -0.03
C 1.921 -0.766 8.183 -0.04
C 1.251 -2.122 6.132 -0.44
O -0.007 -2.483 6.686 0.00
C 1.722 -3.131 5.051 -0.11
C 0.602 -4.045 4.540 -0.13
C 0.713 -4.451 3.092 -0.22
C -0.452 -4.750 2.388 -0.04
C -0.414 -5.110 1.050 -0.12
C 0.807 -5.137 0.393 -0.68
Cl 0.846 -5.444 -1.317 0.70
C 1.985 -4.898 1.079 -0.09
C 1.929 -4.563 2.425 -0.03
C 0.967 -0.752 5.495 -0.02
N 0.279 -0.805 4.191 -0.04
C 0.795 -0.507 3.018 -0.10
N -0.159 -0.629 2.080 -0.04
C -1.260 -1.052 2.787 -0.13
N -1.022 -1.155 4.059 0.20
H 3.226 -3.196 8.764 0.10
H 2.425 -4.122 7.509 0.09
H 1.482 -3.301 8.768 0.09
H 4.392 -1.463 7.526 0.10
H 3.748 -0.801 6.043 0.08
H 4.116 -2.527 6.160 0.09
H 2.533 -0.788 9.084 0.10
H 0.876 -0.825 8.488 0.10
H 2.097 0.203 7.710 0.09
H 0.105 -3.243 7.269 0.10
H 2.548 -3.729 5.432 0.11
H 2.156 -2.579 4.210 0.11
H -0.364 -3.564 4.682 0.10
H 0.564 -4.943 5.165 0.14
H -1.406 -4.727 2.904 0.12
H -1.318 -5.381 0.520 0.11
H 2.933 -4.969 0.564 0.11
H 2.859 -4.384 2.951 0.12
H 1.897 -0.223 5.293 0.13
H 0.345 -0.150 6.151 0.15
H 1.819 -0.205 2.860 0.16
H -2.216 -1.275 2.346 0.13
F 3.044 0.385 -0.051 0.03
C 2.162 -0.616 -0.212 -0.42
F 2.395 -1.558 0.733 0.01
H 2.278 -1.063 -1.203 0.13
```

The calculation puts the relative energy (zero: lowest compared OMol25 entry of this formula, charge and spin) at 11.6 kcal per mole. The charge is +2. Its spin multiplicity is 1.


No. 7
This record from the OMol25 dataset describes a cluster of 2 separate species, C5H12NO2 in total in a non-equilibrium geometry. The level of theory is the ωB97M-V functional and the def2-TZVPD basis.

XYZ file:
```
20
Properties=species:S:1:pos:R:3:nbo_charge:R:1
C -0.772 2.183 -0.947 0.00
O 0.049 3.228 -0.881 -0.94
C -0.437 1.063 0.147 -0.08
C -1.101 -0.235 -0.280 -0.47
C -0.657 -1.493 0.374 -0.13
C -0.082 -2.536 -0.194 -0.45
N 1.030 1.043 0.280 -0.89
H -0.740 1.615 -1.924 0.05
H -1.870 2.422 -0.797 0.07
H -0.820 1.460 1.089 0.16
H -2.168 -0.056 -0.150 0.22
H -0.959 -0.295 -1.360 0.20
H -0.736 -1.478 1.463 0.18
H 0.167 -2.596 -1.254 0.19
H 0.191 -3.421 0.394 0.18
H 1.408 0.792 -0.634 0.34
H 1.224 2.046 0.302 0.41
H 2.009 -0.472 1.332 0.51
H 1.790 -1.969 1.450 0.46
O 2.474 -1.301 1.589 -0.99
```

The calculation puts the relative energy (zero: lowest compared OMol25 entry of this formula, charge and spin) at 64.7 kcal per mole. The charge is -1. Its spin multiplicity is 1.


No. 8
This record from the OMol25 dataset describes a structure of composition C8H8N2O3S in a non-equilibrium geometry. The level of theory is the ωB97M-V functional and the def2-TZVPD basis.

XYZ file:
```
22
Properties=species:S:1:pos:R:3:nbo_charge:R:1
C -1.879 0.485 -1.078 -0.19
C -1.595 -0.792 -0.653 -0.42
C -1.305 1.591 -0.583 -0.22
C -0.646 -1.002 0.353 -0.13
C -0.217 1.378 0.279 0.24
C 0.153 0.112 0.634 0.07
C 1.519 1.599 1.488 0.26
C 1.966 -0.853 2.080 -0.40
N 0.693 2.298 0.767 -0.48
N 1.301 0.270 1.441 -0.36
O -1.504 -0.607 -3.457 -0.90
O -0.066 -2.199 -2.245 -0.91
O 0.531 0.112 -2.270 -0.91
S -0.469 -0.866 -2.486 2.47
H -2.785 0.688 -1.652 0.25
H -2.396 -1.553 -1.025 0.28
H -1.656 2.573 -0.973 0.24
H -0.375 -2.031 0.736 0.24
H 2.358 2.021 2.087 0.21
H 1.163 -1.614 2.234 0.22
H 2.781 -1.182 1.362 0.22
H 2.429 -0.427 2.958 0.22
```

The calculation puts the relative energy (zero: lowest compared OMol25 entry of this formula, charge and spin) at 35.0 kcal per mole. The charge is 0. Its spin multiplicity is 1.


| no. | calculated total energy (Ha) |
| --- | --- |
| 1 | -4205.17039 |
| 2 | -1199.16203 |
| 3 | -1243.28485 |
| 4 | -478.76830 |
| 5 | -646.90402 |
| 6 | -3115.85262 |
| 7 | -402.92633 |
| 8 | -1043.00074 |